1.
Density functional theory data (ωB97M-V with the def2-TZVPD basis set) for a molecular structure, C40H61AgBrN8O6P.

```
118
Properties=species:S:1:pos:R:3:lowdin_charge:R:1
Ag -0.799 -1.013 1.174 0.764
C 0.942 -4.134 1.080 -0.047
N 1.757 -3.592 2.141 -0.104
C 2.869 -4.375 2.628 -0.140
C 3.342 -3.567 3.831 -0.141
N 2.167 -2.783 4.194 -0.085
C 2.432 -1.522 4.866 -0.047
C 1.229 -2.836 3.160 -0.360
N 0.052 -2.335 3.115 0.053
C -0.611 -1.840 4.305 -0.248
C -1.078 -0.395 4.152 -0.256
N -2.105 -0.351 3.127 0.052
C -2.945 0.610 3.007 -0.378
N -2.948 1.900 3.493 -0.088
C -2.174 2.436 4.581 -0.056
C -4.159 2.593 3.093 -0.127
C -4.604 1.773 1.889 -0.131
N -4.071 0.469 2.224 -0.097
C -4.169 -0.616 1.276 -0.064
H 1.549 -4.239 0.180 0.091
H 0.133 -3.447 0.854 0.030
H 0.520 -5.109 1.360 0.090
H 3.645 -4.482 1.866 0.113
H 2.539 -5.382 2.919 0.123
H 4.167 -2.901 3.555 0.104
H 3.674 -4.197 4.657 0.119
H 3.449 -1.189 4.636 0.085
H 2.336 -1.610 5.951 0.086
H 1.751 -0.753 4.513 0.074
H -0.017 -1.947 5.217 0.099
H -1.515 -2.443 4.442 0.078
H -0.206 0.219 3.879 0.090
H -1.442 -0.047 5.125 0.109
H -1.157 2.056 4.561 0.067
H -2.617 2.223 5.562 0.092
H -2.121 3.519 4.458 0.088
H -3.935 3.630 2.837 0.121
H -4.912 2.583 3.893 0.122
H -4.160 2.160 0.962 0.115
H -5.688 1.736 1.777 0.120
H -5.162 -0.585 0.828 0.089
H -4.034 -1.565 1.788 0.062
H -3.412 -0.535 0.491 0.048
C -2.596 -3.861 -3.471 -0.042
C -2.687 -4.089 -1.989 -0.243
C -3.057 -5.309 -1.436 -0.026
C -3.091 -5.463 -0.060 -0.109
C -2.738 -4.368 0.711 -0.754
Br -2.772 -4.535 2.604 0.748
N -2.375 -3.205 0.223 0.032
C -2.361 -3.070 -1.103 -0.097
H -3.064 -4.674 -4.025 0.074
H -1.553 -3.791 -3.786 0.080
H -3.083 -2.927 -3.754 0.081
H -3.318 -6.142 -2.079 0.115
H -3.378 -6.395 0.404 0.096
H -2.034 -2.104 -1.467 0.092
C 2.018 3.410 -1.953 -0.041
O 0.760 3.445 -2.619 -0.088
C 0.333 4.603 -3.153 -0.243
C 1.150 5.688 -3.447 -0.004
C 0.625 6.814 -4.069 -0.080
C -0.719 6.877 -4.398 -0.093
C -1.547 5.814 -4.066 -0.026
C -1.041 4.692 -3.433 -0.187
N -1.911 3.614 -3.113 0.109
C -1.986 2.919 -1.964 -0.019
C -1.497 3.246 -0.726 -0.133
C -1.024 4.553 -0.346 -0.047
C -0.368 4.743 0.816 -0.088
C -0.081 3.612 1.659 -0.061
C -0.541 2.378 1.378 -0.023
C -1.372 2.123 0.208 -0.357
O -1.904 1.019 0.008 -0.049
H 2.074 2.429 -1.489 0.076
H 2.058 4.191 -1.190 0.100
H 2.842 3.535 -2.659 0.095
H 2.203 5.644 -3.210 0.109
H 1.281 7.643 -4.302 0.105
H -1.126 7.749 -4.889 0.101
H -2.609 5.860 -4.275 0.116
H -2.445 3.250 -3.886 0.152
H -2.464 1.950 -2.057 0.140
H -1.221 5.395 -0.995 0.114
H -0.039 5.732 1.108 0.098
H 0.527 3.764 2.545 0.107
H -0.307 1.524 1.999 0.079
C 1.496 -1.775 -3.739 -0.031
C 1.109 -0.323 -3.480 -0.612
C -0.398 -0.118 -3.612 -0.016
C 1.845 0.588 -4.453 -0.021
O 1.523 0.126 -2.169 -0.182
P 1.346 -0.731 -0.809 0.251
O 1.450 0.215 0.339 -0.295
O 0.128 -1.604 -0.919 -0.342
O 2.603 -1.745 -0.843 -0.171
C 3.968 -1.389 -0.546 -0.623
C 4.128 -1.166 0.954 -0.027
C 4.411 -0.148 -1.314 -0.028
C 4.772 -2.601 -0.993 -0.026
H 1.190 -2.047 -4.752 0.088
H 1.013 -2.442 -3.028 0.072
H 2.576 -1.906 -3.658 0.079
H -0.742 -0.464 -4.590 0.088
H -0.626 0.944 -3.509 0.068
H -0.915 -0.668 -2.828 0.059
H 1.547 0.359 -5.478 0.089
H 2.924 0.451 -4.366 0.082
H 1.605 1.630 -4.246 0.070
H 3.555 -0.295 1.268 0.073
H 5.182 -1.023 1.204 0.091
H 3.743 -2.033 1.487 0.056
H 3.812 0.716 -1.032 0.071
H 4.315 -0.299 -2.390 0.078
H 5.458 0.059 -1.082 0.090
H 4.470 -3.483 -0.426 0.075
H 5.839 -2.431 -0.839 0.087
H 4.596 -2.798 -2.052 0.083
```

Kohn-Sham gap: 7.27 eV
HOMO level: -0.2695 hartree
total charge: 0

2.
Density functional theory data (ωB97M-V with the def2-TZVPD basis set) for a molecular structure, C40H61BBrILuN7O2PS3 at a distorted geometry.

```
118
Properties=species:S:1:pos:R:3:lowdin_charge:R:1
Lu -0.614 -0.970 0.766 0.946
C 3.792 1.098 -5.016 -0.055
C 3.322 0.391 -3.739 -0.545
C 4.518 0.015 -2.868 -0.026
C 2.547 -0.861 -4.157 -0.067
N 2.465 1.323 -2.957 0.003
C 2.483 2.711 -3.104 -0.041
C 1.636 3.213 -2.192 -0.068
N 1.126 2.160 -1.460 0.030
B 0.040 2.299 -0.375 -0.700
N -1.002 3.348 -0.841 0.047
C -1.398 4.443 -0.096 -0.064
C -2.478 4.976 -0.679 -0.054
N -2.791 4.173 -1.779 -0.009
C -1.853 3.186 -1.899 -0.712
S -1.710 2.005 -3.106 0.639
C -3.979 4.438 -2.634 -0.550
C -3.540 5.382 -3.752 -0.035
C -5.074 5.090 -1.776 -0.050
C -4.565 3.161 -3.232 -0.091
N 0.695 2.764 0.953 0.029
C 1.949 3.329 1.105 -0.045
C 2.152 3.522 2.417 -0.063
N 1.028 3.051 3.090 -0.008
C 0.133 2.572 2.179 -0.768
S -1.405 1.887 2.374 0.654
C 0.947 3.126 4.578 -0.551
C 2.283 2.651 5.168 -0.049
C 0.685 4.584 4.951 -0.035
C -0.157 2.242 5.147 -0.102
C 1.642 1.006 -1.922 -0.639
S 1.381 -0.555 -1.292 0.634
H 4.258 0.358 -5.666 0.082
H 4.536 1.870 -4.815 0.078
H 2.952 1.544 -5.551 0.092
H 5.202 -0.630 -3.425 0.090
H 4.179 -0.519 -1.978 0.050
H 5.059 0.910 -2.554 0.088
H 3.153 -1.395 -4.892 0.082
H 1.591 -0.598 -4.614 0.100
H 2.346 -1.521 -3.317 0.001
H 3.055 3.213 -3.858 0.106
H 1.313 4.226 -2.026 0.130
H -0.481 1.232 -0.222 0.033
H -0.879 4.745 0.796 0.117
H -3.056 5.832 -0.394 0.105
H -3.137 6.309 -3.339 0.081
H -4.389 5.627 -4.396 0.085
H -2.768 4.902 -4.357 0.080
H -4.846 6.124 -1.515 0.071
H -5.237 4.525 -0.856 0.094
H -6.004 5.097 -2.345 0.081
H -3.906 2.709 -3.967 0.007
H -5.512 3.432 -3.705 0.082
H -4.757 2.412 -2.464 0.067
H 2.597 3.536 0.273 0.111
H 3.004 3.931 2.925 0.110
H 3.096 3.356 4.993 0.070
H 2.554 1.683 4.747 0.047
H 2.169 2.544 6.248 0.084
H 1.466 5.241 4.559 0.076
H 0.660 4.690 6.038 0.084
H -0.276 4.908 4.547 0.088
H -0.003 1.196 4.881 0.049
H -1.145 2.532 4.797 0.022
H -0.112 2.348 6.234 0.083
Br -1.641 -2.368 3.150 0.784
C -3.475 -2.383 2.625 -0.561
C -4.294 -3.263 3.261 -0.147
C -5.679 -3.229 2.976 -0.101
C -6.165 -2.309 2.097 -0.054
C -5.306 -1.389 1.441 -0.174
C -5.824 -0.419 0.548 -0.059
C -4.976 0.451 -0.070 -0.079
C -3.580 0.372 0.148 -0.152
C -2.994 -0.545 0.989 -0.270
C -3.900 -1.421 1.667 -0.236
H -3.894 -3.962 3.983 0.089
H -6.343 -3.927 3.471 0.094
H -7.228 -2.260 1.887 0.103
H -6.895 -0.383 0.371 0.100
H -5.375 1.196 -0.751 0.079
H -2.949 1.067 -0.402 0.059
I 1.596 -0.586 2.624 0.160
O -2.029 -2.409 -2.083 0.020
N -1.559 -1.899 -1.116 -0.319
O -1.259 -2.678 -0.089 -0.394
C 1.139 -4.839 2.820 -0.152
C 0.966 -5.147 1.327 -0.544
C 1.344 -6.600 1.026 -0.112
P 1.714 -3.747 0.363 1.022
C 1.864 -4.315 -1.404 -0.543
C 0.518 -4.837 -1.920 -0.115
C 2.987 -5.274 -1.804 -0.117
C 3.445 -3.564 1.019 -0.570
C 4.345 -4.779 1.268 -0.112
C 4.184 -2.497 0.206 -0.157
H 0.420 -5.412 3.412 0.075
H 0.996 -3.779 3.043 -0.003
H 2.140 -5.109 3.162 0.064
H -0.099 -5.031 1.094 0.091
H 2.406 -6.792 1.177 0.057
H 1.093 -6.893 0.008 0.048
H 0.793 -7.264 1.703 0.075
H 2.050 -3.363 -1.913 0.055
H 0.382 -5.889 -1.658 0.062
H 0.493 -4.771 -3.012 0.080
H -0.338 -4.283 -1.535 0.038
H 2.948 -6.209 -1.242 0.060
H 3.977 -4.841 -1.670 0.050
H 2.881 -5.526 -2.866 0.074
H 3.241 -3.107 1.993 0.034
H 4.559 -5.345 0.362 0.054
H 3.927 -5.466 2.001 0.047
H 5.305 -4.431 1.667 0.073
H 4.470 -2.866 -0.784 0.063
H 5.101 -2.206 0.727 0.077
H 3.572 -1.602 0.071 -0.002
```

Kohn-Sham gap: 7.05 eV
HOMO level: -0.1725 hartree
total charge: -1

3.
Density functional theory data (ωB97M-V with the def2-TZVPD basis set) for 4 unconnected molecules or ions with the total composition C40H61BrCl2N2O9S3.

```
118
Properties=species:S:1:pos:R:3:lowdin_charge:R:1
H -5.502 3.745 -0.951 0.033
N -5.738 2.925 -0.393 0.149
C -4.921 1.978 -0.576 -0.423
C -5.126 0.684 0.168 -0.033
C -3.760 2.080 -1.561 -0.078
C -2.539 1.268 -1.206 -0.120
C -2.251 0.069 -1.881 -0.138
C -3.211 -0.384 -2.953 -0.060
C -1.134 -0.699 -1.502 -0.140
C -0.754 -1.986 -2.197 -0.624
Br -2.179 -3.336 -2.019 0.743
C -0.304 -1.792 -3.646 -0.260
C 1.091 -1.141 -3.658 -0.076
C -0.303 -0.222 -0.471 -0.023
C -0.576 0.993 0.166 -0.036
C -1.703 1.730 -0.179 -0.165
C -2.000 3.032 0.478 -0.653
Cl -2.907 2.970 1.947 0.788
C -1.620 4.205 -0.026 -0.719
C -1.922 5.558 0.525 -0.111
Cl -0.657 4.215 -1.468 0.735
C 0.389 1.515 1.181 -0.272
O 0.060 2.298 2.043 0.106
C 1.803 1.064 1.100 -0.054
C 2.845 1.942 1.710 -0.121
C 2.889 3.361 1.098 -0.165
C 3.986 3.530 0.028 -0.195
C 5.217 4.285 0.530 -0.297
N 6.141 3.520 1.370 -0.004
C 2.036 -0.126 0.536 -0.157
O 3.267 -0.691 0.457 -0.032
C 3.635 -1.445 1.628 -0.169
C 5.046 -1.982 1.461 -0.173
C 5.231 -3.363 2.089 -0.249
C 4.230 -4.416 1.589 -0.103
C 0.918 -0.957 -0.002 -0.236
O 1.039 -2.160 -0.023 0.118
H -4.483 -0.120 -0.185 0.063
H -4.898 0.854 1.221 0.061
H -6.175 0.402 0.111 0.083
H -3.476 3.128 -1.659 0.112
H -4.173 1.789 -2.523 0.112
H -3.399 0.414 -3.672 0.090
H -2.874 -1.247 -3.506 0.023
H -4.170 -0.647 -2.501 0.093
H 0.065 -2.457 -1.682 0.051
H -0.969 -1.123 -4.186 0.096
H -0.266 -2.758 -4.146 0.102
H 1.001 -0.073 -3.447 0.079
H 1.548 -1.241 -4.641 0.075
H 1.745 -1.568 -2.899 0.077
H -1.052 5.984 1.026 0.089
H -2.740 5.502 1.239 0.054
H -2.228 6.223 -0.282 0.078
H 2.631 2.021 2.780 0.128
H 3.821 1.466 1.626 0.106
H 3.083 4.063 1.911 0.112
H 1.918 3.618 0.681 0.093
H 4.302 2.548 -0.336 0.109
H 3.574 4.075 -0.824 0.104
H 4.897 5.154 1.110 0.105
H 5.780 4.677 -0.319 0.104
H 6.520 2.740 0.847 0.062
H 5.651 3.133 2.168 0.056
H 3.576 -0.799 2.511 0.130
H 2.919 -2.254 1.777 0.113
H 5.739 -1.288 1.947 0.109
H 5.326 -2.015 0.408 0.121
H 6.236 -3.705 1.841 0.083
H 5.190 -3.301 3.179 0.107
H 3.778 -4.128 0.639 0.079
H 4.721 -5.377 1.461 0.051
H 3.417 -4.560 2.302 0.072
O 6.720 -5.051 -0.392 -0.319
S 7.522 -6.202 -0.066 0.658
O 7.109 -7.102 0.979 -0.319
C 7.855 -7.116 -1.570 -0.229
C 9.138 -6.493 -2.109 -0.221
C 10.057 -6.302 -0.894 -0.213
C 9.216 -5.664 0.219 -0.217
H 6.998 -7.021 -2.232 0.108
H 8.000 -8.159 -1.289 0.108
H 9.596 -7.124 -2.869 0.115
H 8.917 -5.525 -2.565 0.119
H 10.431 -7.272 -0.564 0.117
H 10.920 -5.682 -1.133 0.113
H 9.511 -5.984 1.214 0.102
H 9.220 -4.577 0.163 0.104
O -3.008 -4.273 3.968 -0.321
S -1.957 -3.288 4.023 0.665
O -0.729 -3.569 4.722 -0.326
C -1.602 -2.725 2.362 -0.221
C -2.562 -1.557 2.154 -0.214
C -2.528 -0.742 3.454 -0.209
C -2.655 -1.736 4.615 -0.213
H -1.747 -3.546 1.664 0.106
H -0.563 -2.402 2.346 0.097
H -2.274 -0.956 1.296 0.090
H -3.572 -1.934 1.972 0.123
H -1.578 -0.206 3.525 0.115
H -3.322 0.003 3.485 0.101
H -2.103 -1.430 5.501 0.101
H -3.693 -1.931 4.875 0.103
O -8.652 6.493 -3.388 -0.318
S -8.426 5.453 -2.418 0.661
O -7.094 4.975 -2.152 -0.337
C -9.218 5.909 -0.879 -0.229
C -10.630 5.347 -1.004 -0.221
C -10.470 3.944 -1.606 -0.213
C -9.504 4.062 -2.792 -0.217
H -9.174 6.990 -0.771 0.107
H -8.662 5.426 -0.076 0.109
H -11.131 5.318 -0.038 0.114
H -11.222 5.976 -1.672 0.119
H -10.051 3.271 -0.856 0.118
H -11.426 3.529 -1.923 0.113
H -8.885 3.178 -2.924 0.101
H -10.019 4.297 -3.721 0.103
```

SMILES: [H]/N=C(/C)Cc1c(C)c([C@@H](Br)CC)c2c(c1/C(Cl)=C(/C)Cl)C(=O)C(CCCCN)=C(OCCCC)C2=O.O=S1(=O)CCCC1.O=S1(=O)CCCC1.O=S1(=O)CCCC1
Kohn-Sham gap: 8.16 eV
HOMO level: -0.3391 hartree
total charge: 0

4.
Density functional theory data (ωB97M-V with the def2-TZVPD basis set) for 3 unconnected molecules or ions with the total composition C40H61ClF5IN4O9PS3 at a distorted geometry.

```
125
Properties=species:S:1:pos:R:3:lowdin_charge:R:1
C -0.902 -2.801 -3.401 -0.027
C -1.129 -4.054 -2.564 -0.292
C -1.348 -3.776 -1.096 -0.090
O -0.071 -3.470 -0.466 0.013
C -0.133 -2.317 0.243 -0.534
O -0.407 -2.306 1.398 0.163
C 0.226 -1.078 -0.536 -0.340
S -1.150 -0.035 -0.969 1.048
N -1.547 0.664 0.567 -0.317
C -2.688 0.206 1.139 -0.138
C -3.149 0.614 2.337 -0.201
P -4.765 -0.170 2.762 0.900
C -5.664 -0.117 1.186 -0.227
O -4.430 -1.742 2.946 -0.243
C -2.391 1.582 3.108 -0.071
C -2.706 2.013 4.454 -0.150
S -4.011 1.390 5.526 0.774
O -3.822 1.906 6.850 -0.272
O -4.078 -0.039 5.478 -0.298
C -5.688 2.227 5.126 -0.482
F -6.063 2.800 6.262 0.144
F -6.627 1.349 4.800 0.130
C -5.601 3.377 4.098 -0.603
F -4.675 4.238 4.508 0.181
F -6.754 4.007 4.041 0.217
F -5.282 2.966 2.876 0.167
C -1.901 2.982 5.045 -0.254
N -2.054 3.597 6.322 0.112
C -0.795 3.471 4.376 0.026
C -0.399 3.089 3.137 -0.144
C 0.834 3.785 2.636 -0.262
C 0.491 4.890 1.623 -0.295
C 1.586 5.236 0.620 -0.644
I 3.563 5.202 1.404 0.953
C -1.202 2.108 2.466 -0.092
C -0.826 1.611 1.201 -0.531
Cl 0.572 2.089 0.385 0.956
O -2.209 -4.868 -3.068 0.028
C -3.447 -4.494 -2.632 -0.564
O -3.989 -5.075 -1.751 0.137
C -4.078 -3.349 -3.379 -0.454
S -5.549 -2.683 -2.572 0.746
H -1.244 -2.966 -4.410 0.093
H -1.430 -1.955 -2.968 0.041
H 0.147 -2.539 -3.420 0.075
H -0.235 -4.652 -2.666 0.161
H -2.001 -2.918 -0.961 0.120
H -1.751 -4.653 -0.609 0.145
H 0.665 -1.356 -1.485 0.087
H 0.985 -0.545 0.022 0.065
H -3.199 -0.522 0.540 0.088
H -6.007 0.886 0.977 0.048
H -5.081 -0.492 0.349 0.018
H -6.521 -0.772 1.279 0.056
H -4.214 -2.187 2.115 0.067
H -3.006 3.911 6.446 0.083
H -1.868 2.925 7.054 0.103
H -0.210 4.195 4.906 0.141
H 1.274 4.287 3.483 0.101
H 1.591 3.109 2.270 0.030
H 0.232 5.792 2.161 0.119
H -0.373 4.602 1.032 0.098
H 1.537 4.623 -0.266 0.015
H 1.437 6.251 0.283 0.038
H -4.339 -3.672 -4.378 0.096
H -3.413 -2.502 -3.439 0.051
H -6.252 -3.806 -2.470 -0.127
C 3.931 0.904 2.668 -0.017
C 3.581 1.468 4.069 -0.471
C 4.207 0.601 5.164 -0.126
C 3.520 -0.753 5.349 -0.162
C 2.016 -0.575 5.559 -0.119
C 1.363 0.261 4.461 -0.450
N 2.098 1.547 4.251 -0.082
O 1.790 2.395 5.172 -0.009
C 1.294 -0.556 3.159 -0.020
C -0.077 0.555 4.844 -0.023
C 4.177 2.867 4.131 -0.073
H 4.752 1.464 2.226 0.084
H 4.239 -0.141 2.696 0.079
H 3.091 0.994 1.980 0.058
H 4.169 1.144 6.113 0.129
H 5.263 0.456 4.931 0.130
H 3.713 -1.405 4.493 0.103
H 3.948 -1.259 6.215 0.118
H 1.522 -1.548 5.608 0.132
H 1.848 -0.093 6.527 0.130
H 0.942 0.063 2.328 0.050
H 0.592 -1.371 3.285 0.079
H 2.247 -1.000 2.876 0.077
H -0.154 1.046 5.812 0.103
H -0.633 -0.381 4.899 0.118
H -0.549 1.190 4.099 0.026
H 3.728 3.520 3.379 -0.064
H 5.246 2.800 3.932 0.096
H 4.050 3.328 5.107 0.088
C 4.148 -2.945 -7.331 -0.023
C 2.598 -2.941 -7.329 -0.482
C 2.064 -2.495 -8.691 -0.133
C 2.236 -1.002 -8.962 -0.167
C 1.645 -0.175 -7.822 -0.131
C 2.189 -0.575 -6.452 -0.495
N 2.072 -2.052 -6.244 -0.082
O 0.857 -2.365 -5.948 -0.043
C 3.649 -0.106 -6.320 -0.034
C 1.420 0.151 -5.356 -0.048
C 2.164 -4.377 -7.068 -0.045
H 4.527 -3.954 -7.478 0.082
H 4.572 -2.329 -8.124 0.077
H 4.551 -2.600 -6.381 0.079
H 0.999 -2.741 -8.755 0.126
H 2.564 -3.077 -9.467 0.129
H 3.289 -0.754 -9.110 0.104
H 1.732 -0.745 -9.895 0.116
H 1.845 0.887 -7.986 0.127
H 0.557 -0.291 -7.828 0.126
H 4.092 -0.471 -5.393 0.091
H 3.677 0.983 -6.298 0.089
H 4.282 -0.417 -7.146 0.064
H 0.348 -0.027 -5.420 0.077
H 1.587 1.223 -5.453 0.087
H 1.766 -0.161 -4.367 0.082
H 2.503 -4.719 -6.089 0.094
H 2.606 -5.019 -7.828 0.090
H 1.084 -4.499 -7.121 0.078
```

multiplicity: 3
Kohn-Sham gap (spin up / spin down): 5.87 / 6.69 eV
HOMO level (spin up / spin down): -0.3827 / -0.4129 hartree
total charge: +1